Entry 1:
{"formula": "C7H15NO4", "method": "ωB97M-V/def2-TZVPD", "elements": ["C", "H", "C", "C", "H", "H", "H", "H", "H", "H", "H", "H", "H", "O", "O", "C", "H", "H", "C", "O", "H", "C", "H", "O", "C", "H", "N"], "positions_angstrom": [[-0.28952, 2.62924, 0.37620], [-0.46876, -1.22616, -2.13745], [0.94404, -1.69729, 0.11063], [1.91413, -0.37793, 0.10422], [1.16846, -2.63213, 0.61985], [0.49486, -3.13035, -1.31224], [1.85740, 1.36953, 1.70939], [0.77536, 3.23066, -0.05234], [0.34780, -0.45909, 2.36830], [-1.15921, -2.01584, 0.58228], [-2.35200, 0.71619, -1.09532], [2.77344, -0.73532, 0.73465], [1.97646, -2.36362, -1.85164], [-0.31119, -1.24038, 2.16353], [0.45570, -1.42865, -2.39846], [1.03275, -2.26383, -1.27244], [-0.12922, 2.73031, 1.60468], [2.02639, -0.02130, -0.96149], [-1.07904, 0.29231, 0.23128], [-1.82013, -0.03522, -0.77618], [-1.86275, 3.94918, 0.03470], [0.17786, 1.24475, 0.09037], [-1.50826, 0.63643, 1.16630], [-1.65738, 2.91983, -0.15895], [-0.41462, -1.08404, 0.71280], [0.46668, 1.06555, -1.02862], [1.22056, 0.67172, 0.98015]], "orbital_gap_ha": 0.3354, "relative_energy_ev": 5.064, "total_charge": 0, "smiles": "OC[C@H]1CN[C@H](CO)[C@@H](O)[C@@H]1O"}

Entry 2:
{"formula": "C7H15NO4S", "method": "ωB97M-V/def2-TZVPD", "elements": ["H", "H", "H", "H", "H", "H", "H", "H", "H", "S", "C", "O", "C", "O", "H", "C", "H", "H", "H", "O", "H", "C", "C", "H", "O", "N", "C", "C"], "positions_angstrom": [[2.52272, -2.08586, 1.10784], [-1.21351, -0.43448, -1.94643], [-1.96388, -0.45020, 1.87506], [0.97416, -1.55481, 1.91104], [-2.39915, 1.95961, 0.97220], [1.60215, 0.87685, 1.88777], [1.84913, -0.98953, -1.84467], [-3.50414, 1.98317, -0.26136], [-2.51789, 0.65655, -2.36569], [-2.96049, -0.66073, -0.05104], [-1.78813, 0.87662, -0.45689], [-0.63773, 0.57551, 1.63729], [1.66487, -0.42030, 0.17503], [-2.32820, -1.91349, -0.41825], [2.46613, 1.61954, 0.51288], [1.49286, -1.68662, 0.97643], [3.31398, 0.52823, 1.44040], [2.47169, 0.58880, -1.57441], [0.89307, -2.42801, 0.31561], [-2.92044, -0.55166, 1.51408], [-0.72404, 1.27063, -2.31732], [2.39301, -0.49576, -1.11658], [2.31880, 0.71173, 1.01987], [3.36127, -0.92048, -1.03780], [0.27723, -0.11588, -0.39124], [-2.44354, 2.03520, -0.04598], [-0.66776, 0.42098, 0.41717], [-1.53217, 0.60436, -1.93502]], "orbital_gap_ha": 0.3492, "relative_energy_ev": 0.720, "total_charge": 0}

Number 1: lowest unoccupied orbital energy 0.419 eV. Number 2: lowest unoccupied orbital energy 0.734 eV.